This record from the Open Molecules 2025 dataset describes C34H35BrN3O2PSiSn as an isolated structure. The level of theory is ωB97M-V with the def2-TZVPD basis set.

HOMO: -0.5016 Ha
total charge: +2
HOMO-LUMO gap: 7.865 eV
calculated total energy: -5050.19718 hartree

```
78
Properties=species:S:1:pos:R:3:mulliken_charge:R:1
Sn 0.9632 -0.1844 -0.1917 0.846
N 1.8409 1.9612 -0.2786 -0.037
C 0.9524 3.0454 -0.6727 -0.406
C 1.4886 4.2845 -0.9914 -0.615
C 0.6508 5.3248 -1.3530 -0.728
C -0.7261 5.1337 -1.3994 -0.869
C -1.2585 3.8945 -1.1021 -0.374
C -0.4245 2.8347 -0.7301 -0.091
P -1.1488 1.2042 -0.5004 2.636
C -2.0835 1.1215 1.0240 0.264
C -2.8401 -0.0233 1.2903 -0.376
C -3.5460 -0.1169 2.4782 -0.915
C -3.4849 0.9172 3.4034 -0.549
C -2.7194 2.0475 3.1457 -1.023
C -2.0138 2.1550 1.9586 -0.574
C -2.1975 0.9300 -1.9296 0.598
C -1.5670 0.9092 -3.1779 -0.494
C -2.3213 0.7871 -4.3284 -0.672
C -3.7067 0.6856 -4.2374 -0.658
C -4.3326 0.7156 -3.0012 -0.648
C -3.5828 0.8432 -1.8388 -0.482
H 2.0891 2.0480 0.7080 0.313
H 2.7117 2.0044 -0.8052 0.421
H 2.5604 4.4371 -0.9492 0.497
H 1.0734 6.2892 -1.6001 0.454
H -1.3800 5.9479 -1.6795 0.478
H -2.3285 3.7372 -1.1682 0.539
H -2.8734 -0.8410 0.5792 0.597
H -4.1389 -0.9984 2.6836 0.486
H -4.0374 0.8425 4.3306 0.485
H -2.6774 2.8509 3.8687 0.480
H -1.4263 3.0418 1.7567 0.422
H -0.4863 0.9916 -3.2497 0.361
H -1.8369 0.7708 -5.2952 0.467
H -4.2981 0.5876 -5.1377 0.430
H -5.4098 0.6464 -2.9360 0.474
H -4.0814 0.8842 -0.8803 0.427
C 4.2109 0.3952 1.9104 -1.170
C 4.2288 -0.5566 0.7544 0.616
C 5.3388 -1.2854 0.3877 -0.852
C 5.2540 -2.1567 -0.7008 -0.579
C 4.0841 -2.3063 -1.4168 -0.899
C 2.9833 -1.5569 -1.0058 0.720
N 3.0854 -0.7118 0.0555 -0.093
N 1.7041 -1.5489 -1.5192 0.070
Si 0.9539 -2.6447 -2.7159 -0.052
C 1.6079 -4.3648 -2.4388 -1.229
C 1.3317 -2.0120 -4.4208 -0.956
C -0.8552 -2.5688 -2.2799 -0.748
H 5.1440 0.3488 2.4645 0.445
H 3.3855 0.1493 2.5788 0.169
H 4.0743 1.4269 1.5750 0.209
H 6.2611 -1.1753 0.9386 0.488
H 6.1270 -2.7271 -0.9907 0.466
H 4.0157 -2.9796 -2.2573 0.445
H 2.4909 -4.5937 -3.0365 0.369
H 0.8336 -5.0808 -2.7235 0.460
H 1.8474 -4.5469 -1.3892 0.388
H 2.4086 -1.9256 -4.5807 0.346
H 0.8842 -1.0326 -4.6038 0.249
H 0.9443 -2.7001 -5.1759 0.389
H -1.0025 -2.8306 -1.2274 0.248
H -1.4077 -3.3016 -2.8724 0.561
H -1.3146 -1.5987 -2.4726 0.124
Br -2.7297 -3.9975 5.1241 -0.115
C -1.6507 -2.4733 4.8869 -0.227
C -1.4327 -1.6066 5.9522 -0.410
C -0.6538 -0.4705 5.7764 -0.947
C -0.0986 -0.1906 4.5397 -0.196
C -0.3226 -1.0684 3.4819 0.367
C -1.0934 -2.2184 3.6496 -0.310
C 0.2037 -0.7624 2.1576 0.801
O -0.0140 -1.5127 1.1435 -0.719
O 0.8866 0.2972 1.9231 -0.581
H -1.8710 -1.8246 6.9167 0.472
H -0.4849 0.1950 6.6118 0.465
H 0.4991 0.6974 4.3880 0.474
H -1.2597 -2.8897 2.8185 0.578
```

---

This record from the Open Molecules 2025 dataset describes C34H35EuFN6O6 as an isolated structure at a distorted geometry. The level of theory is ωB97M-V with the def2-TZVPD basis set.

HOMO (spin up / spin down): -0.2766 / -0.2767 Ha
multiplicity: 7
total charge: +1
HOMO-LUMO gap (spin up / spin down): 4.070 / 4.071 eV
calculated total energy: -2906.51166 hartree

```
83
Properties=species:S:1:pos:R:3:lowdin_spin:R:1
Eu -17.9416 -14.0425 -7.5055 6.048
C -22.2602 -13.5719 -7.9995 0.000
O -22.3507 -12.1831 -7.6201 0.000
C -21.8727 -12.0203 -6.4017 0.000
C -22.6177 -11.2180 -5.4681 0.000
C -22.0690 -10.9567 -4.2027 0.000
C -20.9950 -11.7634 -3.7169 0.000
C -20.3400 -12.5690 -4.6334 0.000
C -19.5258 -13.5675 -4.0757 -0.001
N -18.5456 -14.2099 -4.6639 -0.004
N -17.7458 -15.0044 -3.9987 -0.001
C -16.7640 -15.5529 -4.7293 0.000
O -16.6969 -15.5572 -5.9871 -0.009
C -15.7085 -16.2349 -4.0146 0.000
C -14.6102 -16.7759 -4.6801 0.000
C -13.6511 -17.3949 -3.8910 0.000
C -13.5600 -17.2075 -2.5135 0.000
C -14.5916 -16.4712 -1.9142 0.000
C -15.7061 -16.0893 -2.6052 0.000
C -20.4894 -12.3710 -6.0294 0.000
O -19.6107 -12.3041 -6.9810 -0.007
H -22.9799 -13.6967 -8.8262 0.000
H -22.5108 -14.2978 -7.2002 0.000
H -21.2426 -13.8083 -8.3514 0.000
H -23.5623 -10.7344 -5.8450 0.000
H -22.5449 -10.2307 -3.6155 0.000
H -20.6019 -11.7823 -2.7113 0.000
H -19.7473 -13.8751 -3.0793 0.000
H -14.6779 -16.9804 -5.7611 0.000
H -12.9923 -18.1329 -4.3200 0.000
H -12.6855 -17.6266 -1.9638 0.000
H -14.4837 -16.2686 -0.8557 0.000
H -16.5733 -15.5582 -2.1972 0.000
C -10.9227 -12.9045 -5.5857 0.000
C -11.0728 -12.5894 -7.0865 0.000
N -12.4718 -12.2885 -7.4523 0.000
C -13.2037 -13.2534 -8.0932 0.000
C -14.5849 -13.2354 -8.2149 0.000
C -15.1442 -14.4401 -8.9437 0.000
O -14.3394 -15.1591 -9.6270 0.001
O -16.3927 -14.7196 -8.8867 -0.013
C -15.3624 -12.2225 -7.5303 0.000
O -16.6196 -12.1037 -7.4437 -0.009
C -14.4947 -11.0927 -7.0431 0.000
C -15.1841 -9.9837 -6.5288 0.000
C -14.4526 -8.9904 -5.9375 0.000
F -15.1152 -7.9186 -5.3817 0.000
C -13.0247 -8.9075 -5.8518 0.000
C -12.3658 -10.0364 -6.4064 0.000
C -13.0824 -11.1219 -6.9637 0.000
N -12.3617 -7.8290 -5.2068 0.000
C -12.5918 -6.4945 -5.6944 0.000
C -12.6719 -5.4730 -4.5352 0.000
N -11.4123 -5.6227 -3.6986 0.000
C -11.3568 -7.0308 -3.1581 0.000
C -11.2951 -8.0364 -4.2679 0.000
H -10.1482 -13.6803 -5.5286 0.000
H -11.8910 -13.2733 -5.1339 0.000
H -10.4784 -12.0359 -5.0391 0.000
H -10.7036 -13.4851 -7.6752 0.000
H -10.4938 -11.6606 -7.2528 0.000
H -12.6154 -14.0970 -8.5360 0.000
H -16.2458 -9.9183 -6.5728 0.000
H -11.2857 -10.1336 -6.3905 0.000
H -13.4646 -6.3569 -6.3105 0.000
H -11.6831 -6.2715 -6.3236 0.000
H -13.5628 -5.6683 -3.9374 0.000
H -12.6543 -4.4754 -4.9645 0.000
H -11.4034 -4.9277 -2.9206 0.000
H -10.6106 -5.4125 -4.2509 0.000
H -12.2634 -7.2069 -2.5567 0.000
H -10.5833 -7.0423 -2.4217 0.000
H -11.3918 -9.0282 -3.8127 0.000
H -10.2623 -8.0087 -4.7119 0.000
C -18.6929 -12.4760 -12.2101 0.000
C -19.5829 -13.6883 -11.9515 0.000
C -19.4957 -14.3698 -10.6455 0.001
N -19.2183 -14.6498 -9.5419 -0.007
H -18.6827 -12.3124 -13.2949 0.000
H -17.6459 -12.6478 -11.9091 0.000
H -19.1372 -11.5926 -11.6541 0.000
H -19.2872 -14.4337 -12.7208 0.000
H -20.6149 -13.4469 -12.1568 0.000
```

---

This record from the Open Molecules 2025 dataset describes one molecule with the formula C34H35N3O5. The level of theory is ωB97M-V with the def2-TZVPD basis set.

HOMO: -0.2908 Ha
SMILES: COc1ccc(CN(C(=O)c2ccc3c(c2)OCCO3)[C@@H](C(=O)NC2CCCCC2)c2ccc3ncccc3c2)cc1
HOMO-LUMO gap: 8.069 eV
calculated total energy: -1857.12393 hartree

```
77
Properties=species:S:1:pos:R:3:nbo_charge:R:1
C -4.3161 2.7527 2.5938 -0.258
H -4.4997 2.6665 1.5181 0.191
O -3.6679 1.6072 3.0959 -0.500
C -2.4580 1.2675 2.5717 0.290
C -1.8981 0.0806 3.0458 -0.277
C -0.7028 -0.3794 2.5373 -0.147
C -0.0261 0.3309 1.5521 -0.080
C -0.5600 1.5365 1.1256 -0.205
C -1.7659 2.0039 1.6176 -0.251
H -2.1595 2.9338 1.2399 0.216
H -0.0395 2.1141 0.3761 0.211
C 1.2543 -0.2089 0.9600 -0.250
N 1.3187 -0.0647 -0.4816 -0.423
C 2.0037 0.9174 -1.1164 0.683
O 1.8871 1.1241 -2.3140 -0.630
C 2.9575 1.7229 -0.2927 -0.149
C 2.7551 3.0842 -0.1388 -0.166
C 3.6763 3.8590 0.5535 0.212
C 4.8405 3.2674 1.0532 0.228
C 5.0396 1.9012 0.8917 -0.237
C 4.1042 1.1309 0.2321 -0.201
H 4.2694 0.0721 0.1031 0.226
H 5.9437 1.4679 1.2883 0.229
O 5.8096 3.9963 1.6937 -0.482
C 5.6792 5.3867 1.4996 -0.097
C 4.2237 5.8098 1.6916 -0.096
H 4.1019 6.8859 1.5605 0.202
O 3.4058 5.1924 0.7235 -0.483
H 3.8943 5.5206 2.6995 0.180
H 6.3323 5.8650 2.2308 0.202
H 6.0016 5.6549 0.4841 0.181
H 1.8832 3.5683 -0.5492 0.224
C 0.4825 -0.9258 -1.3085 -0.185
C -0.9818 -0.6156 -1.0942 -0.050
C -1.7607 -1.3520 -0.2401 -0.192
C -3.0763 -0.9514 0.0567 -0.027
C -3.9010 -1.6366 0.9721 -0.143
C -5.1440 -1.1396 1.2510 -0.264
C -5.5550 0.0410 0.6070 0.059
N -4.8271 0.6949 -0.2541 -0.418
C -3.5979 0.2248 -0.5467 0.130
C -2.7957 0.9355 -1.4639 -0.207
C -1.5206 0.5248 -1.7253 -0.150
H -0.8922 1.0816 -2.4050 0.225
H -3.2133 1.8142 -1.9300 0.227
H -6.5295 0.4646 0.8169 0.190
H -5.8025 -1.6264 1.9535 0.221
H -3.5311 -2.5344 1.4477 0.214
H -1.3649 -2.2309 0.2491 0.215
H 0.7563 -0.6601 -2.3409 0.277
C 0.8041 -2.4120 -1.1189 0.694
O 1.6153 -2.8469 -0.3289 -0.633
N 0.0935 -3.1908 -1.9580 -0.617
H -0.5908 -2.7641 -2.5632 0.398
C 0.1495 -4.6394 -1.9446 -0.047
C -1.1271 -5.2116 -1.3054 -0.412
C -1.3833 -6.6273 -1.8084 -0.403
C -1.7141 -6.6171 -3.3060 -0.399
C -0.9953 -5.4726 -4.0315 -0.404
C 0.3463 -5.1804 -3.3685 -0.414
H 0.9338 -6.0982 -3.3330 0.207
H 0.9111 -4.4501 -3.9503 0.221
H -0.8444 -5.7359 -5.0793 0.216
H -1.6113 -4.5712 -4.0102 0.188
H -1.4229 -7.5735 -3.7429 0.204
H -2.7909 -6.5091 -3.4474 0.204
H -0.4930 -7.2305 -1.6234 0.197
H -2.2055 -7.0785 -1.2512 0.213
H -1.0259 -5.2048 -0.2193 0.217
H -1.9791 -4.5774 -1.5630 0.196
H 1.0196 -4.8897 -1.3301 0.234
H 2.1031 0.3251 1.3940 0.238
H 1.3600 -1.2687 1.2022 0.241
H -0.2921 -1.3109 2.8995 0.205
H -2.4339 -0.4721 3.8014 0.222
H -5.2679 2.8044 3.1202 0.197
H -3.7413 3.6614 2.7989 0.174
```

---

This record from the Open Molecules 2025 dataset describes a 2-piece molecular cluster, C34H36BF4NO2S overall at a distorted geometry. The level of theory is ωB97M-V with the def2-TZVPD basis set.

HOMO: -0.1839 Ha
HOMO-LUMO gap: 3.770 eV
calculated total energy: -2344.80311 hartree

```
79
Properties=species:S:1:pos:R:3:mulliken_charge:R:1
F -2.7319 4.2797 -2.2830 -0.448
C -2.5773 2.9223 -2.4795 0.406
C -3.6688 2.2184 -2.9850 -0.788
C -3.5371 0.8357 -2.9665 0.360
F -4.6378 0.1001 -3.3570 -0.445
C -2.4224 0.1689 -2.4911 -0.635
C -1.3435 0.9141 -1.9497 1.063
C -0.1454 0.2827 -1.4689 -0.947
C 1.1269 0.7989 -1.7912 0.086
C 2.0143 0.1822 -2.6569 -0.474
C 3.2788 0.7655 -3.0541 0.454
C 4.3885 -0.0533 -3.4146 -0.836
C 5.6310 0.5284 -3.6679 0.465
F 6.7049 -0.2765 -3.9993 -0.333
C 5.8512 1.9081 -3.6375 -0.815
C 4.7548 2.6900 -3.2757 0.441
F 4.9217 4.0620 -3.2642 -0.338
C 3.4975 2.1650 -2.9831 -0.925
C -1.4111 2.3347 -2.0347 -0.744
H -4.5889 2.7200 -3.2808 0.521
H -2.3815 -0.9177 -2.5126 0.508
H -0.2411 -0.7481 -1.1224 0.096
H 1.3966 1.7537 -1.3290 0.372
H 1.7187 -0.7437 -3.1741 0.698
H 4.2822 -1.1389 -3.4656 0.423
H 6.7936 2.3427 -3.9579 0.450
H 2.6670 2.8228 -2.7235 0.569
H -0.5742 2.9396 -1.6845 0.440
C -0.5154 -2.9395 5.8219 -1.315
C -0.3645 -2.0325 4.6658 0.968
C 0.1277 -0.7319 4.7356 -1.042
C 0.2557 -0.0836 3.4989 -0.614
C -0.3140 -0.8004 2.4035 -0.206
B 0.2371 -0.9727 0.8273 0.753
C -1.1846 -0.1444 1.2170 1.336
C -2.4570 -0.7070 0.7597 -1.275
C -3.5884 0.0618 0.6045 -0.651
C -3.5832 1.4721 0.8858 0.766
N -4.6921 2.2458 0.7026 0.209
C -4.6871 3.6570 1.0639 -0.963
C -5.9040 1.7433 0.0823 -0.825
C -2.3234 2.0568 1.2336 -0.606
C -1.1748 1.3069 1.2462 -0.903
O 1.4911 -0.3990 0.6992 -0.350
C 2.3574 -1.5513 0.7715 1.575
C 3.5716 -1.1955 -0.0485 -1.032
C 2.7758 -1.7780 2.2041 -2.021
C 1.4471 -2.7613 0.2355 1.661
C 1.6486 -3.0394 -1.2483 -1.664
C 1.5215 -4.0505 1.0219 -1.717
O 0.0842 -2.2883 0.3946 -0.179
S -0.7508 -2.4160 3.0707 -0.189
H -0.1777 -2.4064 6.7132 0.379
H -1.5536 -3.2523 5.9920 0.290
H 0.1197 -3.8286 5.6977 0.303
H 0.3893 -0.3525 5.7166 0.368
H 0.6759 0.9132 3.3996 0.522
H -2.4928 -1.7776 0.5615 0.425
H -4.5318 -0.4069 0.2977 0.256
H -4.3718 3.7786 2.1164 0.348
H -4.0063 4.2380 0.4117 0.316
H -5.7043 4.0397 0.9254 0.266
H -5.7478 1.5546 -0.9989 0.237
H -6.2525 0.8132 0.5495 0.346
H -6.6852 2.5073 0.1913 0.283
H -2.2807 3.1279 1.4588 0.408
H -0.2115 1.7940 1.4082 0.618
H 4.3152 -2.0001 -0.0447 0.342
H 3.3132 -0.9463 -1.0799 -0.275
H 4.0285 -0.3031 0.3874 0.442
H 3.5610 -2.5356 2.2261 0.437
H 3.1779 -0.8508 2.6158 0.439
H 1.9542 -2.1140 2.8425 0.110
H 2.6256 -3.5261 -1.3950 0.350
H 0.8767 -3.7215 -1.6490 0.509
H 1.6234 -2.0973 -1.8108 -0.076
H 2.5436 -4.4501 0.9817 0.335
H 1.2241 -3.9134 2.0742 0.313
H 0.8427 -4.7936 0.5724 0.367
```

---

Short version: ΔE to the lowest compared entry with this formula, charge and spin = 0.0, 35.1, 4.3, 104.1 kcal/mol, in the order given.